(1)
# C6H8F3NO3

The molecule C6H8F3NO3 at a distorted geometry (ωB97M-V/def2-TZVPD, OMol25).

Values from the calculation:
SMILES: O=C(CCNC=C(O)O)C(F)(F)F
LUMO level: 0.4859 eV
HOMO energy: -8.69 eV

Positions of all 21 atoms, in Å:
1 C -0.843 1.729 -0.072
2 C 0.351 -1.652 0.218
3 C -1.179 -1.526 -0.004
4 C -0.885 0.721 -0.918
5 C 0.988 -0.438 0.795
6 C 2.205 0.068 -0.074
7 N -1.710 -0.502 -0.897
8 O -1.509 1.734 1.104
9 O -0.196 2.862 -0.317
10 O 0.933 0.029 1.906
11 F 2.304 -0.501 -1.283
12 F 2.049 1.399 -0.258
13 F 3.335 -0.134 0.591
14 H 0.472 -2.373 0.965
15 H 0.800 -1.819 -0.683
16 H -1.655 -2.495 -0.247
17 H -1.401 -1.316 1.023
18 H -0.202 0.800 -1.725
19 H -1.709 -0.880 -1.762
20 H -2.308 1.217 1.047
21 H 0.160 3.078 0.592

(2)
# C52H78BF24N3O21P

A cluster of 9 separate species, C52H78BF24N3O21P in total at a distorted geometry (ωB97M-V/def2-TZVPD, OMol25).

Values from the calculation:
Total charge: +1
LUMO level: -3.6091 eV
HOMO energy: -11.42 eV

Positions of all 180 atoms, in Å:
1 C 6.503 -2.240 3.474
2 C 6.137 -1.405 2.535
3 C 5.944 -0.154 1.532
4 C 5.682 -0.660 -0.002
5 C 4.121 -1.146 -0.046
6 C 3.395 -0.791 -1.476
7 C 3.607 -1.828 -2.713
8 C 4.663 -3.016 -2.451
9 C 3.965 -4.456 -2.068
10 C 4.328 -4.963 -0.576
11 O 3.634 -4.790 0.471
12 O 5.559 -5.752 -0.406
13 C 1.829 -1.014 -1.027
14 P 1.266 -2.794 -0.589
15 N 1.110 -2.886 1.187
16 O -0.255 -2.993 -1.376
17 N 1.094 -0.242 -2.078
18 C 1.853 0.762 -2.522
19 C 1.231 1.777 -3.641
20 C -0.360 1.607 -3.836
21 C -1.087 2.441 -2.659
22 C -2.425 1.761 -2.076
23 O -2.159 0.470 -1.407
24 C 3.360 0.820 -1.842
25 N 4.282 1.169 -2.954
26 C 4.460 2.629 -3.214
27 C 5.797 3.270 -2.500
28 B 3.220 1.844 -0.539
29 C 1.788 2.448 -0.010
30 O 4.414 2.283 0.191
31 H 7.020 -2.962 4.215
32 H 6.825 0.602 1.601
33 H 5.024 0.431 1.946
34 H 6.363 -1.569 -0.171
35 H 5.900 0.233 -0.695
36 H 3.508 -0.741 0.860
37 H 4.164 -2.298 0.138
38 H 3.970 -1.298 -3.688
39 H 2.613 -2.345 -3.043
40 H 5.520 -2.775 -1.729
41 H 5.180 -3.227 -3.477
42 H 4.400 -5.265 -2.788
43 H 2.825 -4.457 -2.297
44 H 5.213 -6.567 0.061
45 H 1.482 -0.463 -0.053
46 H 0.100 -2.789 1.396
47 H 1.328 -3.879 1.439
48 H -0.924 -2.322 -1.094
49 H 0.141 -0.560 -2.316
50 H 1.722 1.576 -4.679
51 H 1.403 2.879 -3.303
52 H -0.698 2.095 -4.839
53 H -0.711 0.501 -3.913
54 H -0.352 2.546 -1.761
55 H -1.324 3.509 -3.017
56 H -3.279 1.702 -2.842
57 H -2.800 2.463 -1.223
58 H -1.899 0.658 -0.464
59 H 3.808 0.823 -3.821
60 H 4.713 2.704 -4.354
61 H 3.525 3.285 -3.087
62 H 6.190 2.473 -1.775
63 H 5.542 4.280 -2.004
64 H 6.638 3.481 -3.259
65 H 0.920 1.696 -0.085
66 H 1.971 2.792 1.086
67 H 1.570 3.407 -0.623
68 H 4.221 3.188 0.534
69 C -5.024 -1.394 -0.452
70 C -6.426 -1.706 0.033
71 O -7.072 -0.516 0.510
72 C -7.601 0.292 -0.439
73 O -7.552 0.066 -1.625
74 C -8.291 1.492 0.202
75 F -7.541 2.063 1.174
76 F -9.466 1.151 0.777
77 F -8.571 2.472 -0.682
78 H -4.451 -0.891 0.332
79 H -4.501 -2.309 -0.741
80 H -5.044 -0.721 -1.312
81 H -6.377 -2.399 0.877
82 H -7.026 -2.190 -0.744
83 C 8.319 5.486 5.312
84 C 7.683 4.185 4.861
85 O 7.497 4.177 3.435
86 C 8.590 3.874 2.697
87 O 9.676 3.625 3.164
88 C 8.245 3.854 1.211
89 F 7.504 4.922 0.833
90 F 7.527 2.755 0.874
91 F 9.336 3.853 0.418
92 H 7.734 6.341 4.962
93 H 8.387 5.524 6.402
94 H 9.324 5.598 4.899
95 H 6.690 4.089 5.308
96 H 8.265 3.318 5.181
97 C -11.348 -0.731 -0.296
98 C -11.104 -2.098 -0.906
99 O -11.870 -3.103 -0.225
100 C -13.172 -3.200 -0.583
101 O -13.700 -2.501 -1.414
102 C -13.854 -4.334 0.178
103 F -13.562 -4.325 1.498
104 F -13.481 -5.550 -0.287
105 F -15.200 -4.290 0.090
106 H -11.150 -0.749 0.779
107 H -10.707 0.019 -0.762
108 H -12.388 -0.422 -0.422
109 H -10.052 -2.369 -0.786
110 H -11.319 -2.107 -1.979
111 C 6.967 -6.255 -3.931
112 C 6.340 -7.560 -4.379
113 O 6.164 -7.578 -5.804
114 C 7.265 -7.881 -6.534
115 O 8.348 -8.122 -6.057
116 C 6.929 -7.912 -8.022
117 F 6.186 -6.849 -8.409
118 F 6.220 -9.015 -8.356
119 F 8.027 -7.912 -8.805
120 H 6.382 -5.403 -4.290
121 H 7.029 -6.208 -2.841
122 H 7.974 -6.142 -4.340
123 H 5.345 -7.659 -3.938
124 H 6.924 -8.425 -4.049
125 C -6.061 4.993 2.690
126 C -5.463 4.460 1.403
127 O -4.542 5.407 0.838
128 C -3.303 5.424 1.380
129 O -2.954 4.703 2.292
130 C -2.412 6.436 0.660
131 F -3.030 7.628 0.460
132 F -2.031 5.997 -0.563
133 F -1.271 6.713 1.336
134 H -6.517 5.973 2.524
135 H -6.819 4.309 3.077
136 H -5.293 5.127 3.457
137 H -6.256 4.314 0.665
138 H -4.980 3.489 1.552
139 C 12.943 -1.061 6.079
140 C 12.112 -0.060 5.300
141 O 11.070 0.487 6.124
142 C 11.439 1.481 6.965
143 O 12.565 1.909 7.055
144 C 10.233 2.002 7.742
145 F 9.465 1.007 8.240
146 F 9.420 2.758 6.965
147 F 10.579 2.773 8.793
148 H 12.304 -1.835 6.514
149 H 13.684 -1.535 5.432
150 H 13.467 -0.580 6.909
151 H 11.620 -0.565 4.465
152 H 12.730 0.736 4.876
153 C -14.126 -6.964 -2.740
154 C -13.743 -8.431 -2.787
155 O -13.368 -8.817 -4.119
156 C -12.108 -8.498 -4.496
157 O -11.316 -7.919 -3.791
158 C -11.826 -9.006 -5.907
159 F -12.833 -8.732 -6.769
160 F -11.655 -10.348 -5.935
161 F -10.711 -8.467 -6.444
162 H -14.908 -6.748 -3.473
163 H -14.486 -6.691 -1.749
164 H -13.275 -6.325 -2.987
165 H -14.606 -9.043 -2.513
166 H -12.945 -8.663 -2.076
167 C -2.473 7.533 4.261
168 C -3.307 8.526 3.478
169 O -4.350 9.072 4.300
170 C -3.984 10.073 5.136
171 O -2.860 10.505 5.222
172 C -5.191 10.592 5.912
173 F -5.953 9.593 6.415
174 F -6.007 11.339 5.133
175 F -4.845 11.368 6.959
176 H -3.109 6.759 4.700
177 H -1.730 7.059 3.617
178 H -1.951 8.021 5.088
179 H -3.796 8.015 2.645
180 H -2.692 9.323 3.049

(3)
# C27H17MnN16O4

A structure of composition C27H17MnN16O4 at a distorted geometry (ωB97M-V/def2-TZVPD, OMol25).

Values from the calculation:
Total charge: -1
LUMO level (spin up / spin down): 1.2184 / 0.5595 eV
HOMO energy (spin up / spin down): -3.62 / -6.37 eV
<S²>: 8.84
Multiplicity: 6

Positions of all 65 atoms, in Å:
1 Mn -1.337 0.866 -0.073
2 C -1.626 1.320 4.127
3 C -2.016 1.036 2.857
4 N -1.158 1.160 1.823
5 C 0.154 1.540 2.112
6 C 0.486 1.848 3.442
7 N -0.354 1.759 4.438
8 C 1.052 1.500 1.017
9 C 2.450 1.613 1.024
10 C 3.150 1.391 -0.155
11 C 2.488 1.093 -1.351
12 C 1.092 1.029 -1.355
13 N 0.443 1.227 -0.172
14 C 0.188 0.773 -2.418
15 C 0.507 0.584 -3.772
16 N -0.383 0.426 -4.715
17 C -1.702 0.441 -4.309
18 C -2.071 0.593 -3.008
19 N -1.157 0.764 -2.034
20 C 4.636 1.441 -0.145
21 C 5.361 1.837 -1.264
22 C 6.745 1.864 -1.207
23 N 7.452 1.527 -0.129
24 C 6.754 1.145 0.941
25 C 5.371 1.086 0.981
26 H -2.319 1.211 4.949
27 H -3.020 0.706 2.625
28 H 1.491 2.188 3.674
29 H 2.965 1.865 1.938
30 H 3.037 0.880 -2.256
31 H 1.552 0.567 -4.071
32 H -2.451 0.320 -5.079
33 H -3.112 0.571 -2.711
34 H 4.857 2.153 -2.168
35 H 7.318 2.178 -2.073
36 H 7.335 0.866 1.813
37 H 4.875 0.734 1.876
38 N -4.096 2.879 -0.269
39 C -4.280 1.528 -0.175
40 N -5.450 0.935 -0.189
41 N -5.155 -0.387 -0.083
42 N -3.893 -0.577 -0.006
43 N -3.281 0.649 -0.060
44 C -2.855 3.465 -0.317
45 N -2.653 4.756 -0.430
46 N -1.303 4.883 -0.436
47 N -0.732 3.741 -0.332
48 N -1.708 2.794 -0.253
49 H -4.906 3.469 -0.344
50 O 0.556 -1.448 1.446
51 C -0.370 -1.759 0.736
52 O -1.108 -0.950 0.015
53 C -0.800 -3.199 0.595
54 C -0.048 -4.183 1.222
55 C -0.411 -5.512 1.111
56 C -1.534 -5.832 0.370
57 C -2.305 -4.869 -0.253
58 C -1.932 -3.539 -0.136
59 N -1.923 -7.251 0.245
60 O -2.892 -7.514 -0.439
61 O -1.243 -8.077 0.823
62 H 0.821 -3.885 1.793
63 H 0.154 -6.301 1.586
64 H -3.182 -5.165 -0.810
65 H -2.526 -2.753 -0.582

(4)
# C4H8N2O

The molecule C4H8N2O (ωB97M-V/def2-TZVPD, OMol25).

Values from the calculation:
LUMO level: 0.5953 eV
HOMO energy: -8.75 eV

Positions of all 15 atoms, in Å:
1 O -2.696 0.305 0.054
2 C -1.492 0.444 0.028
3 N -0.855 1.174 1.100
4 C 0.151 2.030 1.092
5 C 1.103 -1.271 0.278
6 C 0.719 -0.406 -0.917
7 N -0.693 -0.019 -0.971
8 H -1.420 1.110 1.943
9 H 0.551 2.018 0.058
10 H 0.982 -0.733 1.224
11 H 0.490 -2.178 0.322
12 H 2.153 -1.568 0.197
13 H 0.903 -0.958 -1.843
14 H 1.355 0.482 -0.964
15 H -1.252 -0.484 -1.671

Which formula does entry 1 have? C6H8F3NO3